# 1
Here is a structure of composition C23H44CoNP3Se in a non-equilibrium geometry from OMol25. Energies are from ωB97M-V/def2-TZVPD.

CARTESIAN COORDINATES (ANGSTROEM)
Co1 0.544 -0.871 0.068
P1 -0.860 -2.261 0.710
P2 1.785 -0.721 1.822
P3 1.809 -1.745 -1.339
H1 -2.380 3.452 -5.577
C1 -2.494 2.578 -6.229
C2 -3.277 1.565 -5.821
H2 -3.970 1.702 -4.977
C3 -2.156 -1.509 1.765
C4 -0.290 -3.710 1.705
C5 -1.751 -3.135 -0.630
C6 3.064 0.584 1.673
C7 0.891 -0.413 3.386
C8 2.793 -2.230 2.089
C9 1.011 -1.628 -2.984
C10 2.234 -3.522 -1.183
C11 3.467 -1.038 -1.664
H3 -1.999 2.611 -7.209
H4 -3.318 0.598 -6.337
H5 -2.718 -0.753 1.199
H6 -1.695 -1.015 2.631
H7 -2.834 -2.296 2.125
H8 0.062 -3.394 2.696
H9 0.524 -4.234 1.181
H10 -1.141 -4.396 1.829
H11 -2.304 -2.420 -1.253
H12 -2.455 -3.857 -0.195
H13 -1.047 -3.675 -1.279
H14 3.732 0.539 2.542
H15 2.597 1.578 1.632
H16 3.657 0.453 0.757
H17 1.614 -0.147 4.167
H18 0.341 -1.309 3.702
H19 0.181 0.418 3.279
H20 3.407 -2.099 2.988
H21 3.458 -2.414 1.237
H22 2.164 -3.115 2.224
H23 1.698 -2.051 -3.735
H24 0.797 -0.573 -3.220
H25 0.059 -2.181 -2.983
H26 2.861 -3.787 -2.042
H27 1.328 -4.138 -1.176
H28 2.792 -3.709 -0.259
H29 3.907 -1.597 -2.503
H30 4.114 -1.142 -0.783
H31 3.377 0.026 -1.920
C12 0.239 1.934 -1.563
C13 -0.919 1.565 -2.261
C14 -0.870 1.533 -3.651
C15 0.268 1.961 -4.339
C16 1.362 2.468 -3.631
C17 1.356 2.459 -2.236
Se1 0.239 1.570 0.330
H32 -0.712 0.289 0.266
H33 -1.812 1.253 -1.710
H34 -1.743 1.204 -4.209
H35 0.284 1.912 -5.427
H36 2.233 2.836 -4.172
H37 2.203 2.811 -1.647
N1 -2.724 2.047 1.715
C18 -2.191 2.406 2.920
C19 -2.614 1.761 4.102
C20 -2.058 2.127 5.329
C21 -1.106 3.160 5.388
C22 -0.632 3.759 4.207
C23 -1.162 3.373 2.977
H38 -3.604 1.560 1.675
H39 -2.499 2.576 0.886
H40 -3.377 0.979 4.038
H41 -2.388 1.610 6.240
H42 -0.715 3.476 6.359
H43 0.145 4.532 4.256
H44 -0.778 3.817 2.052

ΔE to the lowest compared entry with this formula, charge and spin: 0.0 kcal/mol
total charge: +3
multiplicity: 5
max |F|: 4.3 eV/A

***

# 2
Here is a structure of composition C23H44GeN7O5PtSe from OMol25. Energies are from ωB97M-V/def2-TZVPD.

CARTESIAN COORDINATES (ANGSTROEM)
Pt1 -1.240 1.810 0.625
C1 0.225 -2.884 4.147
C2 -0.102 -3.092 2.681
C3 1.101 -3.606 1.906
C4 -1.315 -3.980 2.494
O1 -0.377 -1.772 2.049
Ge1 -1.297 -0.470 2.774
O2 -0.319 1.053 2.513
C5 0.686 1.569 3.508
C6 0.126 1.304 4.890
C7 1.974 0.817 3.244
C8 0.829 3.048 3.225
O3 -2.315 0.218 1.306
C9 -3.697 -0.232 0.836
C10 -4.581 0.996 0.892
C11 -3.495 -0.769 -0.564
C12 -4.131 -1.295 1.821
H1 0.475 -3.835 4.618
H2 -0.640 -2.486 4.690
H3 1.080 -2.218 4.280
H4 1.405 -4.578 2.293
H5 1.953 -2.931 2.019
H6 0.849 -3.743 0.852
H7 -1.090 -4.990 2.837
H8 -1.608 -4.036 1.445
H9 -2.157 -3.625 3.094
H10 0.042 0.230 5.093
H11 -0.847 1.777 5.028
H12 0.804 1.703 5.646
H13 1.843 -0.258 3.376
H14 2.740 1.145 3.947
H15 2.333 1.015 2.233
H16 -0.088 3.577 3.481
H17 1.097 3.229 2.181
H18 1.624 3.464 3.844
H19 -4.252 1.752 0.178
H20 -4.608 1.418 1.898
H21 -5.599 0.716 0.623
H22 -3.082 -0.002 -1.221
H23 -4.457 -1.077 -0.974
H24 -2.836 -1.638 -0.559
H25 -4.235 -0.896 2.833
H26 -3.455 -2.153 1.807
H27 -5.113 -1.668 1.528
N1 2.203 -0.983 -0.582
C13 1.552 -0.790 -1.775
C14 2.415 -0.263 -2.920
C15 3.503 -1.256 -3.389
C16 3.085 -2.255 -4.481
N2 3.190 -1.744 -5.849
C17 4.227 -1.962 -6.675
N3 4.084 -1.744 -7.976
N4 5.395 -2.384 -6.202
C18 0.310 0.360 -1.478
O4 -0.406 0.583 -2.393
O5 0.350 0.794 -0.263
H28 3.014 -0.426 -0.335
H29 1.790 -1.546 0.157
H30 0.925 -1.651 -2.019
H31 2.891 0.665 -2.592
H32 1.748 0.011 -3.738
H33 3.876 -1.823 -2.533
H34 4.350 -0.672 -3.752
H35 2.054 -2.584 -4.344
H36 3.692 -3.158 -4.411
H37 2.364 -1.359 -6.277
H38 3.176 -1.652 -8.401
H39 4.878 -1.752 -8.597
H40 5.609 -2.378 -5.221
H41 6.128 -2.680 -6.829
Se1 -3.179 3.333 -2.930
N5 -3.479 4.960 -2.368
C19 -2.975 5.088 -1.147
C20 -2.975 6.234 -0.303
C21 -2.405 6.106 0.940
C22 -1.841 4.887 1.370
N6 -1.828 3.801 0.604
C23 -2.389 3.899 -0.643
N7 -2.387 2.825 -1.399
H42 -3.415 7.165 -0.640
H43 -2.380 6.942 1.625
H44 -1.405 4.807 2.355

ΔE to the lowest compared entry with this formula, charge and spin: 0.0 kcal/mol
total charge: +4
multiplicity: 6
max |F|: 0.2 eV/A

***

# 3
Here is a structure of composition C23H44HfNOP3 in a non-equilibrium geometry from OMol25. Energies are from ωB97M-V/def2-TZVPD.

CARTESIAN COORDINATES (ANGSTROEM)
Hf1 0.021 -0.452 -0.345
P1 0.374 -3.034 -0.778
P2 2.137 0.934 0.120
P3 -2.336 0.581 -0.274
H1 -0.439 4.182 2.352
C1 -0.095 3.317 2.943
C2 1.290 3.369 3.365
H2 1.989 4.029 2.853
C3 1.714 -3.243 -1.996
C4 0.809 -4.295 0.471
C5 -1.022 -3.843 -1.630
C6 2.063 2.751 0.022
C7 3.095 0.677 1.650
C8 3.362 0.541 -1.183
C9 -2.807 1.874 0.915
C10 -3.695 -0.628 -0.101
C11 -2.737 1.370 -1.868
H3 -0.822 3.073 3.729
H4 1.595 2.871 4.284
H5 1.786 -4.307 -2.261
H6 2.663 -2.907 -1.558
H7 1.517 -2.658 -2.905
H8 1.087 -5.229 -0.041
H9 -0.050 -4.499 1.128
H10 1.665 -3.963 1.076
H11 -0.693 -4.805 -2.048
H12 -1.393 -3.206 -2.444
H13 -1.841 -4.021 -0.920
H14 3.064 3.160 -0.182
H15 1.685 3.170 0.964
H16 1.387 3.049 -0.791
H17 4.134 1.008 1.508
H18 3.108 -0.390 1.908
H19 2.646 1.242 2.477
H20 4.313 1.042 -0.945
H21 3.004 0.887 -2.163
H22 3.531 -0.544 -1.240
H23 -3.873 2.121 0.815
H24 -2.203 2.772 0.742
H25 -2.611 1.536 1.939
H26 -4.579 -0.261 -0.644
H27 -3.952 -0.769 0.958
H28 -3.394 -1.596 -0.524
H29 -2.525 2.443 -1.799
H30 -3.800 1.221 -2.098
H31 -2.131 0.943 -2.676
C12 0.273 -0.150 -3.513
C13 0.011 -1.203 -4.400
C14 0.174 -0.983 -5.771
C15 0.583 0.268 -6.247
C16 0.829 1.309 -5.348
C17 0.667 1.118 -3.973
O1 0.148 -0.366 -2.159
H32 -0.130 2.251 2.093
H33 -0.321 -2.160 -3.994
H34 -0.033 -1.792 -6.471
H35 0.702 0.446 -7.320
H36 1.133 2.290 -5.711
H37 0.817 1.919 -3.238
N1 -0.143 -1.393 1.919
C18 -0.587 -0.658 3.103
C19 0.366 -0.084 3.932
C20 -0.059 0.756 4.964
C21 -1.425 0.964 5.185
C22 -2.373 0.343 4.364
C23 -1.949 -0.497 3.326
H38 0.783 -1.795 2.098
H39 -0.759 -2.202 1.787
H40 1.432 -0.260 3.751
H41 0.681 1.258 5.591
H42 -1.751 1.618 5.998
H43 -3.439 0.500 4.542
H44 -2.672 -1.012 2.684

ΔE to the lowest compared entry with this formula, charge and spin: 0.0 kcal/mol
total charge: +4
max |F|: 3.8 eV/A